# 1
This record from OMol25 describes a 2-piece molecular cluster, C4H12NS overall at a distorted geometry. The level of theory is the ωB97M-V functional and the def2-TZVPD basis.

The geometry in XYZ format:
```
18
C4H12NS, DFT the ωB97M-V functional and the def2-TZVPD basis
S 2.44 -1.50 0.77
N -2.66 -0.64 0.49
C -1.80 -1.26 -0.24
C -0.03 1.58 -0.57
C 0.48 0.23 -0.09
C 2.00 0.19 0.22
H 3.76 -1.36 0.61
H -1.11 1.51 -0.73
H 2.21 0.86 1.06
H 2.61 0.50 -0.64
H -3.15 0.16 0.09
H -0.04 0.01 0.85
H -2.49 -0.62 1.49
H 0.41 1.80 -1.56
H -1.95 -1.34 -1.31
H 0.24 -0.58 -0.78
H -1.13 -1.96 0.25
H 0.19 2.42 0.09
```

The energy relative to the best compared isomer or geometry (same formula, charge and spin) comes out at 26.62 kcal/mol. The HOMO energy (spin up / spin down) comes out at -20.17 / -20.16 eV. Its multiplicity is 2. Its expectation value of S² is 0.753. Its charge is +2. The total energy is -611.784877 Eh. The HOMO-LUMO gap (spin up / spin down) is 11.09 / 7.75 eV.

Here are the Löwdin charges for atoms 1 to 5, given in e:
1 S 1.191
2 N 0.230
3 C 0.111
4 C -0.062
5 C -0.367



# 2
This record from OMol25 describes an isolated ion of composition C4H12NS and charge +2 at a distorted geometry. The level of theory is the ωB97M-V functional and the def2-TZVPD basis.

The geometry in XYZ format:
```
18
C4H12NS, DFT the ωB97M-V functional and the def2-TZVPD basis
S -0.25 -1.11 -1.01
N -0.51 1.81 1.62
C -0.85 0.05 -2.56
C -0.23 0.28 1.91
C 1.01 -0.25 1.21
C 1.21 -0.22 -0.24
H 1.08 -1.46 1.55
H 2.06 -0.77 -0.66
H -1.95 0.31 -2.45
H 0.00 0.86 -2.62
H -0.13 0.04 2.99
H 1.89 0.17 1.74
H -0.52 -0.49 -3.37
H -0.78 2.30 2.53
H 1.38 0.88 -0.48
H -1.25 -0.14 1.64
H -1.30 1.84 0.87
H 0.31 2.31 1.21
```

The energy relative to the best compared isomer or geometry (same formula, charge and spin) comes out at 34.06 kcal/mol. The HOMO energy (spin up / spin down) comes out at -20.27 / -20.47 eV. Its multiplicity is 2. Its expectation value of S² is 0.754. Its charge is +2. The total energy is -611.773022 Eh. The HOMO-LUMO gap (spin up / spin down) is 12.58 / 8.41 eV.

Here are the Löwdin charges for atoms 1 to 5, given in e:
1 S 1.154
2 N 0.182
3 C -0.136
4 C -0.140
5 C -0.318



# 3
This record from OMol25 describes a 2-piece molecular cluster, C4H12NS2 overall. The level of theory is the ωB97M-V functional and the def2-TZVPD basis.

The geometry in XYZ format:
```
19
C4H12NS2, DFT the ωB97M-V functional and the def2-TZVPD basis
S -0.38 0.13 -1.62
S 2.21 -0.81 1.91
N -0.55 2.08 1.20
C 0.00 0.83 1.70
C -2.88 -0.91 -2.31
C -1.39 -1.24 -2.29
C 1.45 0.70 1.25
H -0.69 1.95 0.20
H 0.01 0.82 2.80
H -3.45 -1.74 -2.75
H 1.52 0.71 0.16
H -0.54 -0.07 1.39
H -1.49 2.18 1.57
H 2.02 1.53 1.66
H -3.04 0.00 -2.88
H -3.20 -0.79 -1.27
H -1.17 -2.15 -1.73
H 3.03 -1.04 0.87
H -1.10 -1.42 -3.33
```

The energy relative to the best compared isomer or geometry (same formula, charge and spin) comes out at 6.63 kcal/mol. The HOMO energy comes out at -2.69 eV. Its charge is -1. The total energy is -1010.757004 Eh. The HOMO-LUMO gap is 5.92 eV.

Here are the Löwdin charges for atoms 1 to 5, given in e:
1 S 0.261
2 S 0.634
3 N -0.030
4 C -0.444
5 C -0.250



# 4
This record from OMol25 describes C4H12NS2 as an isolated structure at a distorted geometry. The level of theory is the ωB97M-V functional and the def2-TZVPD basis.

The geometry in XYZ format:
```
19
C4H12NS2, DFT the ωB97M-V functional and the def2-TZVPD basis
S -0.14 1.66 -0.54
S 0.26 -0.20 1.99
N 1.73 -1.19 -1.02
C 0.54 -1.66 -1.66
C 1.01 1.39 2.49
C -0.46 -2.26 -0.90
C -1.89 1.22 -0.87
H 0.38 -1.42 -2.74
H -0.11 0.44 0.75
H 1.96 -0.27 -1.27
H -0.38 -2.23 0.20
H -2.51 1.69 -0.11
H 1.31 1.18 3.53
H 1.62 -1.20 -0.03
H -1.95 0.11 -0.76
H -1.34 -2.63 -1.42
H 0.24 2.14 2.51
H 1.86 1.70 1.81
H -2.14 1.54 -1.96
```

The energy relative to the best compared isomer or geometry (same formula, charge and spin) comes out at 131.87 kcal/mol. The HOMO energy comes out at -12.72 eV. Its charge is +1. The total energy is -1010.285346 Eh. The HOMO-LUMO gap is 4.09 eV.

Here are the Löwdin charges for atoms 1 to 5, given in e:
1 S 0.797
2 S 0.755
3 N 0.102
4 C -0.196
5 C -0.441



# 5
This record from OMol25 describes a 2-piece molecular cluster, C4H12NS2 overall at a distorted geometry. The level of theory is the ωB97M-V functional and the def2-TZVPD basis.

The geometry in XYZ format:
```
19
C4H12NS2, DFT the ωB97M-V functional and the def2-TZVPD basis
S -0.50 -2.02 -2.83
S 1.22 -3.24 -2.84
N 0.14 2.14 1.54
C -0.41 -1.68 -1.04
C 1.58 2.08 1.78
C -1.67 -1.16 -0.36
C -0.50 1.46 0.65
H 1.85 3.05 2.21
H 0.03 0.90 -0.11
H -0.34 2.73 2.22
H -1.59 1.47 0.49
H -2.09 -0.23 -0.81
H 1.81 1.30 2.51
H -0.19 -2.70 -0.64
H -2.49 -1.93 -0.41
H -1.52 -0.94 0.70
H 0.45 -0.99 -0.91
H 2.11 -2.24 -2.99
H 2.12 2.01 0.84
```

The energy relative to the best compared isomer or geometry (same formula, charge and spin) comes out at 40.97 kcal/mol. The HOMO energy comes out at -11.88 eV. Its charge is +1. The total energy is -1010.430197 Eh. The HOMO-LUMO gap is 6.41 eV.

Here are the Löwdin charges for atoms 1 to 5, given in e:
1 S 0.431
2 S 0.360
3 N 0.016
4 C -0.672
5 C 0.000



# 6
This record from OMol25 describes an isolated ion of composition C4H12NSi and charge +1 at a distorted geometry. The level of theory is the ωB97M-V functional and the def2-TZVPD basis.

The geometry in XYZ format:
```
18
C4H12NSi, DFT the ωB97M-V functional and the def2-TZVPD basis
Si -3.55 -0.09 -0.06
N 1.05 -0.02 0.22
C -0.09 -0.07 -0.58
C 1.92 -1.14 -0.23
C 1.86 1.30 0.35
C -1.68 -0.17 0.40
H -4.46 -0.54 1.08
H 2.21 -0.93 -1.21
H 1.48 -2.14 -0.27
H 2.39 1.30 1.26
H 1.14 2.01 0.68
H -0.07 -0.09 -1.70
H -3.68 1.40 -0.41
H 2.83 -1.31 0.32
H 0.87 -0.16 1.18
H -3.66 -1.20 -1.14
H -1.46 -0.39 1.42
H 2.55 1.69 -0.51
```

The energy relative to the best compared isomer or geometry (same formula, charge and spin) comes out at 131.38 kcal/mol. The HOMO energy (spin up / spin down) comes out at -13.56 / -13.02 eV. As for the SMILES: C[NH+](C)/C=C/[SiH3]. Its charge is +1. The total energy is -503.366848 Eh. The HOMO-LUMO gap (spin up / spin down) is 9.35 / 8.50 eV.

Here are the Löwdin charges for atoms 1 to 5, given in e:
1 Si 0.608
2 N -0.229
3 C -0.003
4 C -0.009
5 C 0.052



# 7
This record from OMol25 describes a 2-piece molecular cluster, C4H12O overall at a distorted geometry. The level of theory is the ωB97M-V functional and the def2-TZVPD basis.

The geometry in XYZ format:
```
17
C4H12O, DFT the ωB97M-V functional and the def2-TZVPD basis
O -0.18 1.37 -6.99
C 0.00 0.00 0.00
C 1.68 -0.01 -2.03
C -0.80 -0.01 -2.52
C 0.28 0.44 -1.49
H 0.39 0.77 0.68
H -1.77 0.33 -2.12
H 2.29 0.90 -1.85
H 0.43 -0.97 0.28
H 0.42 2.10 -6.71
H 0.28 1.55 -1.53
H -0.15 1.40 -7.98
H -1.09 -0.06 0.12
H 1.68 -0.22 -3.11
H 2.16 -0.86 -1.51
H -0.87 -1.09 -2.75
H -0.59 0.54 -3.45
```

The energy relative to the best compared isomer or geometry (same formula, charge and spin) comes out at 8.36 kcal/mol. The HOMO energy comes out at -10.82 eV. As for the SMILES: CC(C)C.O. The total energy is -234.819303 Eh. The HOMO-LUMO gap is 11.66 eV.

Here are the Löwdin charges for atoms 1 to 5, given in e:
1 O -0.093
2 C -0.081
3 C -0.094
4 C -0.107
5 C -0.454



# 8
This record from OMol25 describes a 2-piece molecular cluster, C4H12O overall. The level of theory is the ωB97M-V functional and the def2-TZVPD basis.

The geometry in XYZ format:
```
17
C4H12O, DFT the ωB97M-V functional and the def2-TZVPD basis
O 1.80 -2.00 -2.25
C 1.42 -0.88 -1.42
C -1.13 1.30 1.96
C 0.68 0.19 -2.19
C -1.46 -0.10 2.45
H -2.52 -0.35 2.45
H -1.00 -0.88 1.83
H -0.51 1.29 1.08
H 2.32 -0.46 -0.98
H 0.84 -1.31 -0.61
H -0.20 -0.22 -2.67
H 1.90 -1.70 -3.16
H -0.61 1.89 2.72
H 0.26 0.93 -1.49
H 1.35 0.71 -2.87
H -1.14 -0.31 3.47
H -2.00 1.90 1.68
```

The energy relative to the best compared isomer or geometry (same formula, charge and spin) comes out at 13.48 kcal/mol. The HOMO energy comes out at -10.27 eV. As for the SMILES: CCO.CC. The total energy is -234.811135 Eh. The HOMO-LUMO gap is 11.27 eV.

Here are the Löwdin charges for atoms 1 to 5, given in e:
1 O -0.094
2 C -0.312
3 C -0.166
4 C -0.093
5 C -0.170



# 9
This record from OMol25 describes a 2-piece molecular cluster, C4H12O2 overall at a distorted geometry. The level of theory is the ωB97M-V functional and the def2-TZVPD basis.

The geometry in XYZ format:
```
18
C4H12O2, DFT the ωB97M-V functional and the def2-TZVPD basis
O 0.90 -0.76 0.94
O -1.14 -0.16 -0.56
C 2.13 0.56 -0.71
C -2.08 -1.20 -0.70
C 1.95 0.16 0.75
C -1.47 0.79 0.59
H -1.78 -1.79 -1.57
H 1.77 1.06 1.35
H 2.96 1.25 -0.81
H 2.86 -0.32 1.13
H 0.19 -0.67 0.19
H 1.23 1.03 -1.09
H -2.10 -1.84 0.19
H -2.44 1.22 0.33
H 2.34 -0.32 -1.32
H -1.53 0.24 1.53
H -3.09 -0.80 -0.87
H -0.71 1.56 0.63
```

The energy relative to the best compared isomer or geometry (same formula, charge and spin) comes out at 27.52 kcal/mol. The HOMO energy comes out at -9.43 eV. As for the SMILES: CCO.COC. The total energy is -310.029064 Eh. The HOMO-LUMO gap is 10.38 eV.

Here are the Löwdin charges for atoms 1 to 5, given in e:
1 O -0.138
2 O -0.298
3 C -0.089
4 C -0.116
5 C -0.349



# 10
This record from OMol25 describes a 2-piece molecular cluster, C4H12O2 overall at a distorted geometry. The level of theory is the ωB97M-V functional and the def2-TZVPD basis.

The geometry in XYZ format:
```
18
C4H12O2, DFT the ωB97M-V functional and the def2-TZVPD basis
O 1.26 -1.21 0.24
O -3.06 -2.24 0.58
C 0.73 1.20 0.38
C 0.39 -0.17 -0.22
C -1.16 -0.49 -0.08
C 1.78 1.80 -0.59
H 2.45 2.47 0.03
H 1.46 2.29 -1.43
H -1.68 0.35 0.26
H -1.62 -0.79 -0.94
H 1.94 -1.21 -0.44
H 0.62 -0.06 -1.33
H 0.92 1.02 1.50
H -0.19 1.79 0.37
H 2.46 0.99 -0.97
H -1.17 -1.20 0.64
H -2.97 -1.80 1.47
H -2.17 -2.73 0.54
```

The energy relative to the best compared isomer or geometry (same formula, charge and spin) comes out at 38.07 kcal/mol. The HOMO energy comes out at -10.02 eV. As for the SMILES: CC[C@H](C)O.O. The total energy is -310.012264 Eh. The HOMO-LUMO gap is 10.85 eV.

Here are the Löwdin charges for atoms 1 to 5, given in e:
1 O -0.035
2 O -0.128
3 C -0.202
4 C -0.425
5 C -0.026



# 11
This record from OMol25 describes a 2-piece molecular cluster, C4H12O2 overall at a distorted geometry. The level of theory is the ωB97M-V functional and the def2-TZVPD basis.

The geometry in XYZ format:
```
18
C4H12O2, DFT the ωB97M-V functional and the def2-TZVPD basis
O -3.62 3.62 -0.10
O 0.28 0.30 -0.50
C 1.41 -0.53 -0.18
C 0.89 -1.96 -0.18
C 0.61 1.65 -0.76
C 0.11 -2.37 1.15
H -0.26 -3.40 1.03
H 0.77 -2.33 2.04
H -0.24 2.07 -1.32
H 2.16 -0.47 -0.99
H 1.76 -2.64 -0.24
H -4.29 2.99 -0.46
H 0.69 2.16 0.21
H 0.22 -2.18 -1.03
H -3.16 3.11 0.60
H 1.54 1.84 -1.33
H -0.75 -1.70 1.32
H 1.89 -0.16 0.75
```

The energy relative to the best compared isomer or geometry (same formula, charge and spin) comes out at 17.71 kcal/mol. The HOMO energy comes out at -9.78 eV. As for the SMILES: CCCOC.O. The total energy is -310.044704 Eh. The HOMO-LUMO gap is 10.60 eV.

Here are the Löwdin charges for atoms 1 to 5, given in e:
1 O -0.092
2 O -0.213
3 C -0.252
4 C -0.221
5 C -0.126



# 12
This record from OMol25 describes a 3-piece molecular cluster, C4H12O3 overall at a distorted geometry. The level of theory is the ωB97M-V functional and the def2-TZVPD basis.

The geometry in XYZ format:
```
19
C4H12O3, DFT the ωB97M-V functional and the def2-TZVPD basis
O -0.38 -1.38 -2.21
O 1.28 -3.85 -0.09
O -2.52 0.31 0.04
C 2.00 1.64 0.19
C -0.51 1.44 0.65
C -1.66 0.60 1.16
C 0.68 0.93 0.45
H -1.32 -0.32 1.64
H -0.69 2.51 0.65
H 0.18 -0.63 -2.01
H -2.26 1.08 1.94
H 2.84 0.98 0.35
H -2.95 1.14 -0.17
H -1.22 -0.92 -2.37
H 1.25 -3.77 -1.03
H 0.51 -4.26 0.34
H 2.05 2.10 -0.80
H 0.82 -0.16 0.52
H 1.90 2.57 0.76
```

The energy relative to the best compared isomer or geometry (same formula, charge and spin) comes out at 34.06 kcal/mol. The HOMO energy comes out at -9.58 eV. As for the SMILES: C/C=C/CO.O.O. The total energy is -385.267478 Eh. The HOMO-LUMO gap is 10.39 eV.

Here are the Löwdin charges for atoms 1 to 5, given in e:
1 O -0.068
2 O -0.064
3 O -0.082
4 C -0.088
5 C -0.121



# 13
This record from OMol25 describes a 4-piece molecular cluster, C4H12O3 overall at a distorted geometry. The level of theory is the ωB97M-V functional and the def2-TZVPD basis.

The geometry in XYZ format:
```
19
C4H12O3, DFT the ωB97M-V functional and the def2-TZVPD basis
O 1.27 -2.69 -0.46
O -0.94 -0.74 1.44
O 2.11 1.02 3.04
C -2.58 0.77 -1.74
C -0.20 0.52 -1.37
C -1.49 1.12 -1.06
C 1.00 0.80 -0.91
H 1.21 1.55 -0.15
H 1.85 0.16 -1.11
H -3.48 1.36 -1.73
H 1.44 -2.74 -1.40
H -1.32 -1.52 1.87
H -0.32 -0.29 -2.09
H -2.51 -0.09 -2.40
H 2.36 0.39 2.36
H 1.66 -1.86 -0.17
H -1.19 -0.92 0.53
H -1.55 1.93 -0.34
H 2.06 1.85 2.55
```

The energy relative to the best compared isomer or geometry (same formula, charge and spin) comes out at 39.40 kcal/mol. The HOMO energy comes out at -9.26 eV. As for the SMILES: C=CC=C.O.O.O. The total energy is -385.258971 Eh. The HOMO-LUMO gap is 9.82 eV.

Here are the Löwdin charges for atoms 1 to 5, given in e:
1 O -0.058
2 O -0.062
3 O -0.058
4 C 0.018
5 C -0.228